Formula: C40H113N7O19
Source: OMol25
Level of theory: ωB97M-V/def2-TZVPD

XYZ file:
```
179
Properties=species:S:1:pos:R:3:forces:R:3
C -19.535960 0.077210 -1.349760 0.3 -0.1 -0.5
C -19.341150 -0.980150 -2.463430 -0.8 -0.5 2.2
C -20.695150 -1.348370 -2.980100 -0.5 -0.5 -0.2
O -20.575550 -2.398130 -3.903200 -0.9 -0.8 -1.4
C -21.701860 -2.395440 -4.817430 0.4 0.2 0.6
N -18.435500 -0.596160 -3.477860 0.8 1.4 -0.8
H -18.563030 0.210770 -0.876820 -0.1 0.4 0.1
H -20.243600 -0.258620 -0.591760 0.1 -0.3 0.0
H -19.938960 1.021420 -1.716030 0.3 0.1 -0.2
H -18.876800 -1.801620 -1.917840 -0.5 -0.8 0.2
H -21.171970 -0.470470 -3.416040 0.1 0.3 -0.4
H -21.404140 -1.702520 -2.231760 0.2 0.2 0.7
H -21.613820 -1.457520 -5.365740 -0.4 -0.2 -0.5
H -22.682900 -2.451570 -4.345720 0.0 0.5 0.8
H -21.790390 -3.286480 -5.438960 1.1 0.1 -0.3
H -18.266750 -1.285520 -4.196480 -0.3 -0.2 0.1
H -17.555250 -0.411460 -3.018360 0.3 0.2 -0.3
C -27.443000 -10.420020 -5.476190 1.2 -1.2 0.7
C -25.993640 -11.014580 -5.352660 0.4 1.0 -0.7
C -24.892440 -9.924050 -5.160950 0.8 -0.9 0.6
O -23.659970 -10.613260 -4.710590 -0.6 1.3 -0.4
C -22.502740 -9.795450 -4.368140 -0.9 -0.2 0.0
N -26.036100 -11.947510 -4.216410 0.0 1.1 -0.2
H -27.767310 -10.068560 -4.496700 0.3 0.7 0.0
H -28.067990 -11.311600 -5.526990 -0.2 0.1 -0.9
H -27.577440 -9.681380 -6.266400 -0.1 -0.2 0.1
H -25.696350 -11.462730 -6.300750 -0.3 -0.7 0.0
H -25.250190 -9.189490 -4.439460 0.2 0.1 0.4
H -24.694110 -9.389000 -6.089650 0.0 0.0 -0.2
H -22.638290 -8.734130 -4.576260 -0.4 0.1 0.0
H -21.604340 -10.079380 -4.916210 -0.3 -0.4 -0.1
H -22.296850 -9.917740 -3.304770 -0.1 0.0 0.0
H -26.097470 -11.200440 -3.539490 -0.7 -0.3 1.4
H -25.105880 -12.261810 -3.979730 0.4 -0.3 -0.5
C -28.703900 -6.696260 -9.369150 0.2 -0.1 -1.2
C -28.684970 -5.411150 -10.215580 -1.3 0.6 0.2
C -29.295700 -5.524970 -11.699750 0.8 0.4 2.1
O -28.179700 -5.658760 -12.552520 0.8 0.2 2.3
C -28.270030 -6.062230 -13.828210 -0.9 -0.8 -2.8
N -29.399640 -4.425280 -9.383280 -0.5 -0.8 -0.5
H -28.345540 -6.598220 -8.344430 0.4 0.4 -0.2
H -28.066690 -7.374050 -9.937200 0.0 -0.6 0.4
H -29.708440 -7.102160 -9.249800 -0.1 0.0 -0.4
H -27.676610 -5.002990 -10.284330 0.5 -0.6 -0.7
H -29.827400 -4.588540 -11.868540 0.0 0.2 -0.3
H -30.035340 -6.323860 -11.752660 0.2 -0.4 -0.2
H -27.285940 -6.217580 -14.270400 0.2 0.6 0.2
H -28.875670 -5.401010 -14.447970 0.2 0.6 -0.2
H -28.732770 -7.020230 -14.065300 -0.4 -0.6 0.9
H -29.465030 -3.513900 -9.813630 0.3 0.1 0.1
H -28.815280 -4.411840 -8.559610 -0.4 0.9 0.5
C -28.526670 -5.493770 -4.228790 -0.4 -0.9 -0.3
C -27.917940 -4.402980 -3.405680 1.7 0.0 2.3
C -26.782090 -4.899930 -2.408630 -0.5 1.6 -1.4
O -25.885380 -5.732790 -3.059520 0.6 -2.5 -0.1
C -25.437950 -6.801380 -2.246780 0.6 -0.5 0.6
N -27.308450 -3.470690 -4.365730 0.2 -0.6 0.4
H -29.461450 -5.222310 -4.719290 0.0 0.2 0.1
H -28.667510 -6.451650 -3.728050 -0.2 0.2 0.5
H -27.825870 -5.753910 -5.022080 0.1 0.1 -0.2
H -28.491140 -3.930970 -2.607710 -1.1 0.4 -0.9
H -27.247950 -5.220030 -1.476630 0.3 -0.7 0.0
H -26.122540 -4.049830 -2.234220 -0.6 0.8 0.8
H -24.540480 -7.308480 -2.601040 -0.1 0.3 -0.9
H -26.167210 -7.592070 -2.070470 -0.5 0.1 -0.3
H -25.110890 -6.496970 -1.252560 -0.2 0.6 0.2
H -26.628470 -4.137100 -4.702810 0.5 0.3 -1.2
H -26.690560 -2.804770 -3.924300 -0.2 0.6 0.4
C -25.673420 -7.928550 -12.370360 0.4 -1.2 0.5
C -24.775400 -7.596650 -11.117550 -1.5 -0.5 -1.6
C -23.440540 -8.364110 -11.043120 -1.1 -0.4 -0.7
O -22.735850 -8.171310 -9.866940 1.0 -0.5 1.6
C -23.174430 -9.078320 -8.845550 -0.3 0.7 0.5
N -24.514630 -6.199240 -11.217150 1.3 1.3 -0.1
H -25.246670 -7.564410 -13.304910 0.3 0.2 0.1
H -26.664250 -7.481790 -12.288090 0.2 0.1 0.3
H -25.824520 -8.997220 -12.522740 0.0 -0.2 0.1
H -25.418740 -7.715330 -10.245700 0.1 -0.9 0.2
H -22.749400 -8.064100 -11.830790 -0.3 0.1 -0.4
H -23.657300 -9.428600 -11.132540 0.0 -0.1 -0.3
H -22.584790 -9.005170 -7.931730 0.3 0.6 -0.2
H -23.120660 -10.139660 -9.087950 -0.2 0.1 -0.7
H -24.184900 -8.739570 -8.616840 -0.3 -0.7 0.3
H -25.352430 -5.666370 -11.402170 -0.4 0.0 0.1
H -24.010670 -6.167760 -12.091870 0.5 0.9 -0.1
C -22.433130 -15.207900 -3.947760 -0.1 1.4 -1.5
C -23.515920 -14.390540 -4.793820 -0.2 -2.5 1.1
C -22.945930 -13.749320 -6.070310 -0.5 -0.8 0.8
O -22.129450 -12.755020 -5.616320 1.7 2.0 0.8
C -21.450630 -11.978200 -6.574120 0.5 -0.9 -0.5
N -24.543140 -15.463920 -4.947060 0.4 0.2 -0.6
H -21.549300 -14.611310 -3.721880 -0.3 0.3 0.6
H -22.001660 -15.952200 -4.617040 -0.3 -0.4 -0.1
H -22.928920 -15.694480 -3.107800 0.3 0.3 0.0
H -24.010330 -13.670160 -4.142120 0.5 0.3 -0.2
H -23.750480 -13.348190 -6.686660 -0.2 -0.1 -0.4
H -22.294350 -14.442000 -6.602990 -0.5 -0.6 -0.5
H -21.020820 -12.589110 -7.367940 -0.4 -0.5 -0.4
H -20.514630 -11.579950 -6.182450 -0.5 0.5 0.7
H -22.079130 -11.222420 -7.045170 -0.1 0.2 0.2
H -25.378190 -15.249500 -5.473180 -0.1 0.6 0.0
H -24.114080 -16.229420 -5.447080 0.1 -0.3 0.0
C -28.063610 -0.939360 -10.922540 -1.9 -1.1 0.3
C -26.581000 -0.800400 -10.870480 -1.4 -0.1 -1.6
C -25.766620 -2.148370 -11.001770 0.9 1.4 -0.8
O -25.304320 -2.445950 -12.362060 -2.5 0.6 -0.3
C -26.426610 -2.459360 -13.325940 0.3 -1.7 0.0
N -26.309100 0.149070 -11.985900 1.5 -0.3 1.1
H -28.450240 -1.160090 -11.917480 0.2 0.0 -0.1
H -28.631580 -0.067350 -10.598330 0.4 0.3 0.1
H -28.411550 -1.758670 -10.293440 0.0 -0.1 0.2
H -26.427400 -0.339310 -9.894830 0.9 0.0 -0.1
H -26.187360 -3.061700 -10.581160 -0.4 0.2 0.2
H -24.850470 -1.862530 -10.484980 0.3 -0.7 0.1
H -26.324540 -3.332890 -13.969860 0.9 0.1 -0.3
H -26.584000 -1.586290 -13.959250 0.7 0.1 0.2
H -27.411940 -2.732490 -12.948290 0.1 0.4 1.1
H -26.725760 -0.173700 -12.847480 -0.6 0.0 0.3
H -25.335640 -0.035300 -12.182070 0.6 0.7 -0.2
C -23.806460 -0.092310 -7.254130 -0.2 0.4 0.6
C -25.177790 -0.704440 -6.883310 -0.1 -0.3 -2.3
O -25.075740 -1.614020 -5.845180 0.3 0.5 1.7
O -23.394880 0.746190 -6.201900 0.1 0.7 0.9
H -23.743060 0.570780 -8.116910 -0.6 -0.4 -0.4
H -23.003670 -0.824730 -7.338890 -0.4 -0.7 -0.5
H -25.616680 -1.254960 -7.715410 0.3 -0.1 -0.7
H -25.992320 0.001280 -6.720260 0.5 0.7 0.6
H -25.167970 -2.497380 -6.209530 0.0 -0.5 -0.1
H -23.682920 0.306090 -5.398810 0.1 0.0 0.4
C -28.975250 -1.569320 -6.873020 0.1 -2.2 1.4
C -30.207470 -1.679560 -5.979320 0.6 1.0 1.4
O -29.760770 -1.724400 -4.590890 -0.8 0.0 -0.8
O -28.254960 -2.866150 -6.887990 -1.3 1.0 -2.0
H -28.261360 -0.933800 -6.349020 -0.4 0.9 -0.5
H -29.320440 -1.259270 -7.859330 0.7 -0.1 -0.2
H -30.950130 -2.447810 -6.194590 0.5 -0.6 -0.2
H -30.791960 -0.760700 -6.026000 0.2 0.3 -0.1
H -29.044620 -2.361630 -4.539060 0.2 -0.3 -0.1
H -27.814060 -3.003800 -6.046400 0.1 0.2 0.8
C -19.707230 -7.445090 -8.361390 1.4 -1.0 3.6
C -18.529180 -6.623970 -7.737120 0.8 -0.4 -2.2
O -17.834320 -7.357820 -6.723100 -0.8 0.7 -0.3
O -20.348960 -6.789800 -9.335020 -0.5 2.0 -1.9
H -20.363510 -7.688650 -7.525880 -0.5 0.2 0.5
H -19.384570 -8.445890 -8.648430 0.8 0.0 -0.4
H -18.639610 -5.554400 -7.558470 -1.5 0.0 1.2
H -17.825540 -6.417660 -8.543610 0.4 -0.8 -0.7
H -17.051880 -6.812320 -6.614420 0.3 -0.3 0.5
H -21.152140 -7.258870 -9.572670 -0.5 -0.2 -0.2
C -20.219680 -4.112290 -11.211310 -1.6 0.5 -1.5
C -21.740190 -4.016380 -11.402160 -0.6 -2.1 0.6
O -22.289400 -2.809140 -11.730780 0.0 2.4 0.2
O -19.746220 -3.916820 -9.903960 0.0 0.0 -0.5
H -19.835160 -3.369780 -11.910540 0.6 0.1 0.3
H -20.045960 -5.091480 -11.657540 0.8 -0.3 0.5
H -22.225500 -4.462040 -10.533860 0.0 0.1 0.7
H -22.124720 -4.678960 -12.177550 0.8 -0.8 -0.5
H -23.241990 -2.922490 -11.767250 -0.2 0.2 -0.2
H -19.875350 -4.766050 -9.475310 -0.1 -0.3 0.3
C -26.943690 -10.433870 -9.728730 -1.3 0.4 2.4
C -27.640620 -11.512480 -8.853150 -0.4 -0.8 -1.2
O -28.327930 -12.446550 -9.731540 0.6 0.5 0.3
O -25.684980 -10.720330 -10.150230 2.3 -1.6 -1.0
H -26.694860 -9.698000 -8.964090 -0.8 1.0 -0.2
H -27.482990 -10.069050 -10.602890 -0.9 0.2 0.5
H -28.329850 -11.157650 -8.086880 -0.3 0.7 -0.4
H -26.890060 -12.008720 -8.237920 0.5 -0.2 -0.3
H -28.826270 -13.077400 -9.206850 0.0 0.0 0.1
H -25.740910 -11.401180 -10.824700 0.2 -0.2 -0.2
C -24.318880 -5.078490 -6.405140 -0.2 -3.0 -1.6
C -24.100210 -5.646500 -7.861740 0.6 -0.7 1.7
O -25.340720 -5.998830 -8.521700 0.7 0.5 1.6
O -25.248230 -4.104450 -6.642280 -0.8 2.6 0.2
H -23.350450 -4.902670 -5.936810 -0.2 1.1 -0.2
H -24.876140 -5.723860 -5.726130 0.6 -1.2 0.1
H -23.466060 -6.525990 -7.750060 0.2 -0.1 -0.4
H -23.578770 -4.850080 -8.392700 0.0 -0.1 -0.3
H -25.037010 -6.405850 -9.336380 0.0 0.4 -0.3
H -25.799380 -4.565530 -7.278870 -0.9 0.6 -0.4
```
Positions in Å, forces in eV/Å.

The spin multiplicity is 1. The calculation puts the HOMO-LUMO gap at 9.0 eV. For the calculated total energy, the calculation gives -92633.135 eV. As for the HOMO energy: -0.3248 hartree. The energy relative to the best compared isomer or geometry (same formula, charge and spin) comes out at 650.0 kJ/mol.

Results of the Mulliken charge analysis, in e, for atoms 1 through 99: C -1.50; C 0.63; C -0.79; O -0.41; C -0.72; N -0.74; H 0.39; H 0.35; H 0.36; H 0.23; H 0.38; H 0.36; H 0.42; H 0.36; H 0.17; H 0.23; H 0.26; C -1.65; C 1.09; C 0.02; O -0.29; C -0.67; N -0.67; H 0.48; H 0.39; H 0.23; H -0.23; H 0.17; H -0.05; H 0.23; H 0.10; H 0.31; H 0.40; H 0.20; C -1.59; C 2.23; C -1.17; O 0.10; C -0.99; N -0.79; H 0.22; H 0.19; H 0.38; H -0.71; H 0.50; H 0.30; H 0.27; H 0.32; H 0.37; H 0.25; H 0.08; C -1.14; C 0.52; C -1.21; O 0.06; C -0.96; N 0.04; H 0.30; H 0.45; H 0.10; H 0.41; H 0.58; H 0.33; H 0.12; H 0.40; H 0.39; H -0.54; H 0.01; C -1.70; C 1.48; C -1.60; O -0.38; C -0.47; N -0.12; H 0.41; H 0.12; H 0.42; H -0.25; H 0.52; H 0.36; H -0.08; H 0.59; H 0.06; H -0.41; H 0.46; C -1.42; C 0.86; C -0.39; O -0.27; C -1.10; N -0.72; H 0.32; H 0.38; H 0.40; H -0.32; H 0.11; H 0.47; H 0.46; H 0.37

Formula: C40H21BrF15GeN5O3PS3Y
Source: OMol25
Level of theory: ωB97M-V/def2-TZVPD

XYZ file:
```
91
Properties=species:S:1:pos:R:3:forces:R:3
Y -0.604681 0.445266 -0.942627 -0.3 0.6 -0.7
O -5.632286 -3.411330 -2.130029 0.0 0.0 0.0
C -4.559916 -2.717794 -1.773482 0.0 0.0 0.0
C -4.192898 -2.469810 -0.447083 0.0 0.0 0.0
C -3.061838 -1.730257 -0.202567 0.0 0.0 0.0
N -2.281927 -1.235320 -1.183312 -0.2 -0.3 -0.1
C -2.663027 -1.483282 -2.438140 0.0 0.0 0.0
Br -1.554978 -0.691684 -3.768583 -0.1 0.0 -0.1
C -3.764374 -2.206420 -2.806617 0.0 0.0 0.0
H -6.146856 -3.711407 -1.368731 0.0 0.0 0.0
H -4.788353 -2.837137 0.378058 0.0 0.0 0.0
H -2.754879 -1.500277 0.809600 0.0 0.0 0.0
H -4.035791 -2.363425 -3.840039 0.0 0.0 0.0
C 4.177041 0.845652 -2.049989 0.0 0.0 0.0
N 3.322586 -0.349109 -2.100876 -0.1 0.1 0.0
C 3.816720 -1.590213 -2.369231 -0.1 0.0 0.0
C 3.020264 -2.679337 -2.407100 0.0 0.3 -0.3
C 1.632108 -2.479603 -2.166051 0.1 0.1 0.0
N 1.157189 -1.263099 -1.899739 0.0 0.0 0.0
C 1.992077 -0.213327 -1.856725 0.1 -0.1 0.0
O 1.506461 0.914814 -1.563061 0.3 0.1 0.0
N 0.769840 -3.494546 -2.185976 -0.2 0.0 -0.1
H 5.211347 0.531896 -2.151674 0.0 0.0 0.0
H 4.034632 1.351261 -1.098743 0.0 0.0 0.0
H 3.912874 1.523102 -2.858696 0.0 0.0 0.0
H 4.882149 -1.645007 -2.543364 0.0 0.0 0.0
H 3.426138 -3.661139 -2.599807 -0.1 0.4 -0.1
H 1.080236 -4.431084 -2.380392 -0.1 0.2 -0.1
H -0.211888 -3.321950 -2.050925 0.0 0.0 0.0
F -2.810885 1.398422 -1.889203 0.0 0.0 0.1
C -3.787714 2.370735 -1.895202 0.0 0.0 0.0
C -3.759410 3.395249 -0.977014 0.0 0.0 0.0
C -4.744721 4.358390 -1.130989 0.0 0.0 0.0
F -4.744648 5.428370 -0.336006 0.0 0.0 0.0
C -5.736007 4.269092 -2.094886 0.0 0.0 0.0
F -6.666489 5.201465 -2.194804 0.0 0.0 0.0
C -5.743573 3.189843 -2.966938 0.0 0.0 0.0
F -6.680321 3.082489 -3.890241 0.0 0.0 0.0
C -4.749040 2.229899 -2.873111 0.0 0.0 0.0
F -4.719530 1.191887 -3.710586 0.0 0.0 0.0
Ge -2.371327 3.561568 0.411039 -0.1 0.1 0.0
S -1.611512 1.623818 1.091306 0.1 0.1 0.2
C -1.017392 4.625206 -0.548433 0.0 0.0 0.0
C -0.233584 4.047967 -1.523166 0.0 0.0 0.0
F -0.440418 2.722218 -1.871355 -0.1 0.0 0.1
C 0.738503 4.705127 -2.242408 0.0 0.0 0.0
F 1.460739 4.071304 -3.162916 0.0 0.0 0.0
C 0.935425 6.054923 -1.991698 0.0 0.0 0.0
F 1.856818 6.721531 -2.661786 0.0 0.0 0.0
C 0.146742 6.699405 -1.051744 0.0 0.0 0.0
F 0.311354 7.991574 -0.832356 0.0 0.0 0.0
C -0.817211 5.983671 -0.355688 0.0 0.0 0.0
F -1.579338 6.658485 0.501107 0.0 0.0 0.0
C -3.016107 4.406861 2.030573 0.0 0.0 0.0
C -2.128745 5.019085 2.899024 0.0 0.0 0.0
F -0.827590 5.073662 2.579336 0.0 0.0 0.0
C -2.529060 5.557378 4.106434 0.0 0.0 0.0
F -1.654982 6.143166 4.913637 0.0 0.0 0.0
C -3.862761 5.462152 4.476076 0.0 0.0 0.0
F -4.263925 5.964163 5.629621 0.0 0.0 0.0
C -4.771101 4.821015 3.647188 0.0 0.0 0.0
F -6.040027 4.703230 4.015382 0.0 0.0 0.0
C -4.331073 4.295615 2.446963 0.0 0.0 0.0
F -5.217079 3.638592 1.683227 0.0 0.0 0.0
S 2.776398 -1.238127 2.041334 0.0 0.0 -0.1
P 4.408229 -2.634468 1.934440 0.1 0.0 0.1
S 1.042955 -2.226585 2.537947 0.2 -0.1 0.0
C 4.190645 -3.652778 3.419239 -0.1 0.0 0.0
C 4.739627 -3.132553 4.592853 0.0 0.0 0.0
C 4.623890 -3.828918 5.784933 0.0 0.0 0.0
C 3.970566 -5.052889 5.809585 0.0 0.0 0.0
C 3.434344 -5.582681 4.643353 0.0 0.0 0.0
C 3.542313 -4.887567 3.448804 0.0 0.0 0.0
C 4.097089 -3.757055 0.528453 0.0 -0.1 0.0
C 2.888619 -4.340751 0.151355 0.0 -0.2 0.1
C 2.843721 -5.246447 -0.899194 0.2 -0.3 0.3
C 4.001642 -5.573437 -1.594724 0.0 -0.3 0.2
C 5.207492 -4.986107 -1.238991 0.0 -0.1 0.0
C 5.252597 -4.081428 -0.187037 0.0 0.0 0.0
H 5.262149 -2.183122 4.571657 0.0 0.0 0.0
H 5.054036 -3.422894 6.690304 0.0 0.0 0.0
H 3.889937 -5.602613 6.737735 0.0 0.0 0.0
H 2.940277 -6.544787 4.663694 0.0 0.0 0.0
H 3.144735 -5.323323 2.542382 0.0 0.0 0.0
H 1.976873 -4.115939 0.687015 0.0 0.0 0.0
H 1.905869 -5.726177 -1.153283 0.1 -0.1 0.1
H 3.967555 -6.296891 -2.398986 0.0 0.0 0.0
H 6.115130 -5.240991 -1.769848 0.0 0.0 0.0
H 6.199761 -3.631567 0.089005 0.0 0.0 0.0
O 0.305511 -0.814405 0.658866 0.0 -0.4 0.4
N -0.063944 -1.668491 1.474627 0.1 0.1 0.0
```
Positions in Å, forces in eV/Å.

The spin multiplicity is 1. The calculation puts the HOMO-LUMO gap at 6.6 eV. For the calculated total energy, the calculation gives -265560.972 eV. Its total charge is +2. As for the HOMO energy: -0.4797 hartree. The energy relative to the best compared isomer or geometry (same formula, charge and spin) comes out at 71.4 kJ/mol.

Mulliken analysis output, partial charges in e: Y 0.65; O -0.49; C 0.86; C -0.88; C -0.84; N 0.56; C 0.15; Br -0.04; C -0.63; H 0.33; H 0.39; H 0.45; H 0.56; C -0.91; N 0.27; C -0.32; C -1.33; C 0.35; N 0.21; C 0.40; O -0.87; N -0.04; H 0.34; H 0.32; H 0.34; H 0.45; H 0.95; H 0.43; H 0.02; F 0.95; C 0.11; C -0.58; C 1.02; F -0.34; C -0.05; F -0.26; C 0.60; F -0.29; C -0.19; F -0.26; Ge 0.21; S -0.57; C -0.02; C 0.19; F -0.24; C -0.32; F -0.28; C 0.79; F -0.28; C -0.14; F -0.26; C 0.76; F -0.32; C 0.01; C 0.29; F -0.34; C 0.15; F -0.27; C 0.59; F -0.27; C 0.13; F -0.28; C 0.21; F -0.33; S -0.05; P -0.09; S 0.07; C 0.60; C -0.51; C -0.65; C -0.46; C -0.78; C 0.09; C 1.02; C 0.20; C -1.48; C -0.93; C -0.58; C -0.89; H 0.37; H 0.41; H 0.40; H 0.42; H 0.32; H 0.28; H 1.10; H 0.46; H 0.46; H 0.49; O 0.08; N -0.13